{
  "formula": "C36H72O37S8",
  "method": "wB97M-V/def2-TZVPD",
  "molar_mass_g_mol": 1353.47,
  "total_energy_ha": -7383.79958,
  "de_lowest_kcal_mol": 135.6,
  "spin_multiplicity": 1,
  "charge": 0,
  "homo_ha": -0.3329,
  "orbital_gap_ev": 8.552,
  "symbols": ["C", "C", "C", "O", "C", "H", "H", "H", "H", "H", "H", "H", "H", "C", "C", "C", "O", "C", "H", "H", "H", "H", "H", "H", "H", "H", "C", "C", "C", "O", "C", "H", "H", "H", "H", "H", "H", "H", "H", "C", "C", "C", "O", "C", "H", "H", "H", "H", "H", "H", "H", "H", "C", "C", "C", "O", "C", "H", "H", "H", "H", "H", "H", "H", "H", "C", "C", "O", "S", "O", "O", "O", "H", "H", "H", "H", "C", "C", "O", "S", "O", "O", "O", "H", "H", "H", "H", "C", "C", "O", "S", "O", "O", "O", "H", "H", "H", "H", "C", "C", "O", "S", "O", "O", "O", "H", "H", "H", "H", "C", "C", "O", "S", "O", "O", "O", "H", "H", "H", "H", "C", "C", "O", "S", "O", "O", "O", "H", "H", "H", "H", "C", "C", "O", "S", "O", "O", "O", "H", "H", "H", "H", "C", "C", "O", "S", "O", "O", "O", "H", "H", "H", "H"],
  "xyz": [[-9.725, -5.329, -2.002], [-8.283, -5.226, -1.579], [-7.614, -6.511, -2.080], [-8.268, -6.772, -3.369], [-9.585, -6.070, -3.358], [-10.354, -4.446, -1.888], [-10.142, -6.062, -1.312], [-8.227, -5.020, -0.510], [-7.821, -4.343, -2.020], [-7.830, -7.372, -1.447], [-6.527, -6.546, -2.156], [-10.378, -6.814, -3.425], [-9.526, -5.451, -4.254], [-15.183, -1.614, -7.961], [-15.536, -2.918, -8.660], [-14.611, -2.810, -9.949], [-14.589, -1.414, -10.231], [-15.134, -0.603, -9.126], [-14.278, -1.706, -7.360], [-16.005, -1.329, -7.305], [-16.610, -2.857, -8.834], [-15.256, -3.836, -8.143], [-15.041, -3.380, -10.772], [-13.642, -3.208, -9.648], [-16.110, -0.228, -9.435], [-14.539, 0.222, -8.734], [-16.042, -2.375, -4.256], [-17.437, -1.717, -4.136], [-18.225, -2.652, -3.187], [-17.143, -3.470, -2.586], [-15.814, -3.034, -2.900], [-15.299, -1.618, -4.507], [-16.001, -3.094, -5.074], [-17.876, -1.557, -5.122], [-17.360, -0.703, -3.743], [-18.848, -3.286, -3.818], [-18.673, -1.981, -2.454], [-15.106, -3.858, -2.996], [-15.426, -2.352, -2.144], [-6.185, -2.245, -5.851], [-6.765, -1.184, -6.818], [-7.227, -2.026, -7.995], [-7.691, -3.297, -7.394], [-6.789, -3.547, -6.291], [-6.394, -2.000, -4.809], [-5.096, -2.224, -5.800], [-6.078, -0.398, -7.130], [-7.620, -0.683, -6.363], [-6.363, -2.251, -8.620], [-8.045, -1.562, -8.545], [-6.017, -4.297, -6.462], [-7.409, -3.941, -5.486], [-10.839, -10.387, -2.424], [-11.794, -9.187, -2.706], [-13.129, -9.780, -2.588], [-12.879, -10.616, -1.443], [-11.601, -11.218, -1.457], [-9.837, -10.182, -2.046], [-10.656, -11.120, -3.209], [-11.530, -8.777, -3.681], [-11.683, -8.427, -1.932], [-13.442, -10.262, -3.514], [-13.981, -9.130, -2.388], [-11.526, -12.282, -1.683], [-11.206, -11.138, -0.444], [-18.491, -6.332, -5.455], [-17.032, -5.965, -5.811], [-16.479, -5.974, -4.535], [-17.003, -7.299, -3.647], [-16.903, -7.007, -2.221], [-16.381, -8.507, -4.193], [-18.547, -7.033, -4.193], [-19.153, -6.851, -6.148], [-19.024, -5.429, -5.154], [-16.898, -5.007, -6.313], [-16.474, -6.771, -6.288], [-11.258, 0.198, -10.640], [-10.308, -0.311, -9.535], [-10.351, -1.720, -9.448], [-10.805, -2.322, -10.851], [-11.579, -3.553, -10.726], [-9.728, -2.276, -11.768], [-11.781, -1.017, -11.116], [-10.746, 0.596, -11.516], [-12.102, 0.806, -10.313], [-10.423, 0.148, -8.553], [-9.303, -0.072, -9.885], [-13.517, -5.480, -0.657], [-12.913, -4.981, 0.652], [-13.052, -6.042, 1.559], [-14.010, -7.281, 1.053], [-15.427, -6.984, 1.250], [-13.526, -8.615, 1.347], [-13.578, -6.894, -0.508], [-12.903, -5.186, -1.508], [-14.523, -5.077, -0.772], [-13.656, -4.271, 1.015], [-11.905, -4.587, 0.521], [-8.666, -5.715, -11.789], [-8.275, -5.587, -10.378], [-9.414, -6.022, -9.631], [-10.385, -7.012, -10.616], [-11.642, -6.380, -10.984], [-10.510, -8.390, -10.179], [-9.278, -6.915, -11.851], [-7.944, -5.659, -12.603], [-9.548, -5.144, -12.080], [-8.138, -4.536, -10.124], [-7.423, -6.222, -10.135], [-11.112, -5.141, -7.190], [-11.039, -3.764, -6.566], [-11.424, -3.937, -5.244], [-12.740, -4.923, -5.256], [-13.948, -4.216, -5.643], [-12.829, -5.868, -4.107], [-12.117, -5.824, -6.525], [-10.220, -5.756, -7.078], [-11.401, -5.093, -8.240], [-11.649, -3.017, -7.075], [-10.030, -3.355, -6.531], [-9.925, -9.017, -6.647], [-8.775, -9.376, -5.707], [-7.558, -9.251, -6.495], [-7.822, -8.470, -7.957], [-7.722, -9.388, -9.158], [-6.917, -7.265, -7.960], [-9.351, -8.113, -7.542], [-10.690, -8.524, -6.048], [-10.329, -9.914, -7.118], [-8.853, -10.382, -5.293], [-8.658, -8.625, -4.925], [-9.804, 0.142, -4.337], [-10.590, 0.951, -3.299], [-11.836, 0.274, -3.005], [-11.835, -1.281, -3.665], [-12.567, -1.269, -4.914], [-12.089, -2.286, -2.665], [-10.203, -1.197, -4.097], [-8.729, 0.168, -4.160], [-10.049, 0.437, -5.357], [-10.842, 1.903, -3.766], [-9.951, 1.252, -2.468], [-13.805, -8.174, -9.283], [-13.167, -9.148, -8.419], [-14.205, -9.730, -7.660], [-15.691, -9.628, -8.410], [-16.531, -8.811, -7.575], [-16.230, -10.912, -8.927], [-15.087, -8.722, -9.673], [-13.250, -8.130, -10.221], [-13.928, -7.162, -8.900], [-12.485, -8.607, -7.763], [-12.608, -9.959, -8.886]]
}